Record 1
Computed, not measured: a 6-piece molecular cluster, C33H45N5OPS2 overall in a non-equilibrium geometry, with ωB97M-V/def2-TZVPD.

Calculated values
M in g mol⁻¹: 622.87
Maximum force in eV Å⁻¹: 3.0
DFT total energy in hartree: -2770.8094
Kohn-Sham gap in Eh: 0.217

ORCA input file:
```
! wB97M-V def2-TZVPD RIJCOSX def2/J DEFGRID3
* xyz 1 1
C 1.9058 1.6847 0.5667
C 1.7050 0.1945 0.0281
C 3.1222 -0.4506 -0.1956
C 0.9029 0.3137 -1.3587
C 0.0219 -0.9881 -1.4852
S -1.6422 -0.7366 -2.2443
C -2.2796 0.9755 -2.0024
C -3.8546 1.1137 -2.0323
O -4.4865 1.3537 -3.0211
C -4.5895 0.9555 -0.6580
C -5.5671 -0.1038 -0.4411
C -6.1699 -0.2054 0.8767
C -5.7848 0.7388 1.9094
C -4.8360 1.8210 1.6863
C -4.2216 1.9363 0.3716
P -2.9087 -2.1267 -1.1279
S -2.8003 -1.7989 0.7769
H 2.7493 2.1546 -0.0129
H 0.9869 2.3155 0.4190
H 2.1284 1.6530 1.6626
H 1.1220 -0.3523 0.8131
H 3.7494 0.2566 -0.7933
H 3.5741 -0.6180 0.8201
H 3.0472 -1.4348 -0.7221
H 1.6502 0.3542 -2.1864
H 0.3262 1.2646 -1.2859
H 0.5247 -1.7934 -2.0898
H -0.1610 -1.4502 -0.4714
H -1.8464 1.3396 -1.0283
H -1.8449 1.6188 -2.8098
H -5.7927 -0.7913 -1.2889
H -6.9151 -1.0091 1.0478
H -6.2418 0.6189 2.9179
H -4.5294 2.5461 2.4731
H -3.4823 2.7521 0.1837
H -4.2240 -2.1937 -1.6599
H -2.2965 -3.4051 -1.3563
N -4.0339 -2.3188 4.0834
C -3.5606 -2.4737 5.3589
C -4.6313 -2.4383 6.2140
C -5.7969 -2.2611 5.4247
C -5.3968 -2.1937 4.1150
H -3.4693 -2.3007 3.2527
H -2.5057 -2.5938 5.5465
H -4.5838 -2.5308 7.2874
H -6.8140 -2.1918 5.7775
H -5.9613 -2.0671 3.2053
N -4.8064 -5.8579 -4.8626
C -6.0240 -5.2328 -4.8395
C -5.8215 -3.9244 -4.4877
C -4.4262 -3.7525 -4.2965
C -3.8266 -4.9634 -4.5380
H -4.6563 -6.8271 -5.0854
H -6.9268 -5.7727 -5.0739
H -6.5889 -3.1738 -4.3811
H -3.9184 -2.8415 -4.0151
H -2.7914 -5.2638 -4.5059
N 6.2778 2.2130 -1.9975
C 7.5729 1.9825 -1.6171
C 7.9366 2.9690 -0.7373
C 6.8173 3.8257 -0.5753
C 5.8090 3.3330 -1.3618
H 5.7536 1.6483 -2.6419
H 8.1218 1.1399 -2.0057
H 8.8996 3.0649 -0.2617
H 6.7586 4.7041 0.0482
H 4.8013 3.6813 -1.5260
N 6.0078 -3.9381 1.5623
C 6.6731 -3.5019 2.6764
C 7.2355 -2.2861 2.3842
C 6.8926 -1.9729 1.0436
C 6.1331 -3.0090 0.5643
H 5.5053 -4.8051 1.4889
H 6.6896 -4.0936 3.5773
H 7.8269 -1.6872 3.0584
H 7.1713 -1.0874 0.4932
H 5.6730 -3.1666 -0.3982
N 2.0132 5.4488 -0.1226
C 1.1029 6.4696 -0.0370
C 1.5476 7.3513 0.9135
C 2.7752 6.8470 1.4175
C 3.0370 5.6752 0.7575
H 1.9416 4.6571 -0.7360
H 0.2208 6.4783 -0.6569
H 1.0482 8.2588 1.2137
H 3.3958 7.2942 2.1776
H 3.8601 4.9822 0.8374
*
```



Record 2
Computed, not measured: C33H45N5SYb as an isolated structure in a non-equilibrium geometry, with ωB97M-V/def2-TZVPD.

Calculated values
M in g mol⁻¹: 716.87
Maximum force in eV Å⁻¹: 7.1
DFT total energy in hartree: -3114.9339
Kohn-Sham gap (spin up / spin down) in Eh: 0.112 / 0.174
Expectation value of S²: 0.755
Relative energy (zero: lowest compared OMol25 entry of this formula, charge and spin) in kcal/mol: 0.0

ORCA input file:
```
! wB97M-V def2-TZVPD RIJCOSX def2/J DEFGRID3
* xyz -1 2
Yb -0.5266 -0.9372 0.4643
N -0.1878 1.2630 -3.4317
N 0.1499 -1.3726 -2.3195
C 1.1476 -2.0645 1.7029
C -0.1196 -2.7162 1.7754
C -1.0306 -1.8271 2.4361
C -2.4983 -1.8278 2.2907
H -2.8732 -2.8005 1.9469
H -2.8472 -1.0414 1.5752
H -2.9734 -1.5850 3.2558
C -0.3033 -0.6484 2.7707
C -0.9056 0.5768 3.3372
H -1.5956 0.3279 4.1599
H -1.4919 1.1317 2.5724
H -0.1296 1.2596 3.7113
C 1.0151 -0.7716 2.2640
C 2.0665 0.2823 2.3001
H 1.6417 1.2880 2.1599
H 2.8331 0.1283 1.5270
H 2.5870 0.2810 3.2723
C -0.5250 -3.8449 0.9152
H -1.3500 -4.4093 1.3713
H 0.3216 -4.5204 0.7449
H -0.8762 -3.5160 -0.0913
C 2.4048 -2.5708 1.0910
H 2.8389 -1.8251 0.4083
H 2.2399 -3.4962 0.5266
H 3.1733 -2.7707 1.8576
C -0.4138 2.5554 -3.6753
H 0.4544 3.1406 -4.0241
C -1.6690 3.1769 -3.4772
H -1.7531 4.2610 -3.5292
C -2.7978 2.3540 -3.2749
H -3.8138 2.7472 -3.2871
C -2.5721 1.0020 -3.0565
H -3.3787 0.2712 -2.9365
C -1.2237 0.5392 -2.8907
C -1.0814 -0.7019 -2.1677
H -1.9147 -1.3996 -2.3047
C 1.3576 -0.8263 -2.0536
C 0.3486 -2.7147 -2.6924
H -0.4880 -3.3341 -2.9655
C 1.6691 -2.9094 -2.7687
H 2.2188 -3.7749 -3.0847
N 2.3055 -1.7279 -2.3394
C 3.6666 -1.5138 -2.0477
C 4.5895 -2.5225 -1.7207
C 5.8189 -2.1049 -1.1862
H 6.5645 -2.8515 -0.8963
C 6.1277 -0.7547 -1.0084
C 7.4382 -0.3664 -0.3970
H 7.2815 0.2198 0.5193
H 8.0303 0.2484 -1.0886
H 8.0008 -1.2745 -0.1535
C 5.2255 0.2347 -1.3948
H 5.4820 1.2963 -1.2964
C 3.9832 -0.1328 -1.9543
C 3.0077 0.7846 -2.4160
H 2.6154 0.6484 -3.4308
H 3.0655 1.8188 -2.0818
H 1.4649 0.2003 -1.6652
C 4.3440 -3.9957 -1.8459
H 4.2554 -4.3202 -2.8918
H 3.4546 -4.3333 -1.2968
H 5.2003 -4.5414 -1.4253
C -6.0102 3.5425 0.2808
C -5.8761 2.2465 1.0444
N -4.5362 1.5988 0.9597
C -3.3699 2.2807 0.9600
S -1.9833 1.6617 0.1403
N -3.3323 3.5109 1.5531
C -3.9315 3.8207 2.8958
C -3.4764 2.9370 4.0282
H -5.2316 4.2548 0.5645
H -6.9841 3.9833 0.5056
H -5.9562 3.3625 -0.7970
H -6.1072 2.3671 2.1090
H -6.5744 1.5012 0.6486
H -4.4849 0.7236 0.4385
H -2.4391 3.9746 1.3927
H -3.6395 4.8599 3.0976
H -5.0180 3.8137 2.7839
H -2.3900 2.9708 4.1497
H -3.9203 3.3030 4.9572
H -3.7886 1.8957 3.8990
*
```



Record 3
Computed, not measured: C33H46BF3N6O5Pt as an isolated structure in a non-equilibrium geometry, with ωB97M-V/def2-TZVPD.

Calculated values
M in g mol⁻¹: 869.65
Maximum force in eV Å⁻¹: 1.6
DFT total energy in hartree: -2433.5602
Kohn-Sham gap (spin up / spin down) in Eh: 0.177 / 0.177
Relative energy (zero: lowest compared OMol25 entry of this formula, charge and spin) in kcal/mol: 21.4

ORCA input file:
```
! wB97M-V def2-TZVPD RIJCOSX def2/J DEFGRID3
* xyz 0 1
Pt -1.0299 -0.8663 -0.8094
C 2.0088 -2.5920 -3.5320
C 1.6620 -2.8702 -2.0686
C 2.4266 -4.0869 -1.5414
C 1.9462 -1.6746 -1.2167
C 3.1906 -1.1216 -0.9127
C 2.9412 -0.0319 -0.0998
C 3.9269 0.9275 0.4947
C 4.9967 0.1832 1.2942
C 4.5547 1.7852 -0.6071
N 1.6127 0.0605 0.0735
N 1.0064 -0.9513 -0.5965
B 0.7487 0.9638 0.9955
N -0.0776 1.9270 0.1396
N -0.8075 1.3972 -0.8761
C -1.2874 2.3842 -1.6261
C -0.8494 3.5947 -1.0793
C -0.0946 3.2764 0.0300
C 0.4763 4.2768 0.9962
C 1.9902 4.2181 1.2088
C -0.2967 4.2379 2.3171
C -2.1067 2.1385 -2.8529
C -1.1958 1.8600 -4.0532
C -3.0582 3.2966 -3.1321
N -0.1326 -0.0060 1.8126
N -1.1775 -0.6905 1.2697
C -1.6786 -1.4888 2.2273
C -0.9071 -1.3348 3.3781
C 0.0693 -0.4044 3.0800
C 1.2081 0.0416 3.9585
C 1.5781 -1.0711 4.9399
C 0.8933 1.3360 4.7134
C -2.8781 -2.4050 2.1721
C -3.8240 -2.2194 0.9935
C -3.6841 -2.2674 3.4712
H 1.7525 -3.4545 -4.1471
H 3.0780 -2.3998 -3.6424
H 1.4547 -1.7344 -3.9077
H 0.5997 -3.0736 -2.0102
H 3.5047 -3.9392 -1.6282
H 2.1643 -4.9715 -2.1225
H 2.1939 -4.2806 -0.4951
H 4.1493 -1.4746 -1.2483
H 3.3859 1.5873 1.1722
H 5.5717 -0.4813 0.6480
H 4.5513 -0.4220 2.0846
H 5.6899 0.8910 1.7497
H 5.1295 1.1653 -1.2967
H 5.2277 2.5262 -0.1742
H 3.7895 2.3064 -1.1830
H 1.4421 1.5621 1.7464
H -1.0745 4.5875 -1.4265
H 0.2675 5.2404 0.5236
H 2.2793 3.4033 1.8683
H 2.3254 5.1469 1.6707
H 2.5191 4.1002 0.2626
H -0.2807 3.2380 2.7464
H -1.3402 4.5100 2.1604
H 0.1373 4.9313 3.0385
H -2.6989 1.2503 -2.6552
H -0.5761 2.7308 -4.2758
H -1.7915 1.6351 -4.9390
H -0.5362 1.0140 -3.8574
H -2.5046 4.2080 -3.3672
H -3.7011 3.4979 -2.2753
H -3.6907 3.0646 -3.9884
H -1.0405 -1.8456 4.3128
H 2.0706 0.2187 3.3116
H 0.7884 -1.2219 5.6774
H 2.4845 -0.7991 5.4801
H 1.7513 -2.0169 4.4271
H -0.0882 1.2794 5.1857
H 0.9031 2.1974 4.0500
H 1.6354 1.5041 5.4944
H -2.4803 -3.4275 2.1441
H -4.1882 -1.1946 0.9299
H -4.6831 -2.8778 1.1204
H -3.3584 -2.4574 0.0365
H -4.0922 -1.2595 3.5564
H -3.0923 -2.4712 4.3613
H -4.5173 -2.9687 3.4559
O -4.6348 -1.2700 -5.7292
C -3.9381 -1.2992 -4.7571
C -4.3944 -1.0866 -3.3030
O -5.5315 -0.9680 -2.9185
C -3.1446 -1.0593 -2.5351
C -2.0625 -1.2877 -3.3327
O -0.8512 -1.2826 -2.7918
C -2.4145 -1.4892 -4.7303
O -1.7021 -1.7331 -5.6740
O -2.9967 -0.8029 -1.2513
F -2.4662 -5.0959 -0.0372
C -1.4922 -4.3533 -0.5244
F -1.2328 -4.6684 -1.7758
F -0.4019 -4.4513 0.2236
*
```



Record 4
Computed, not measured: a 4-piece molecular cluster, C33H46BIN3O9 overall in a non-equilibrium geometry, with ωB97M-V/def2-TZVPD.

Calculated values
M in g mol⁻¹: 766.46
Maximum force in eV Å⁻¹: 4.5
DFT total energy in hartree: -2448.5860
Kohn-Sham gap in Eh: 0.189
Relative energy (zero: lowest compared OMol25 entry of this formula, charge and spin) in kcal/mol: 182.8

ORCA input file:
```
! wB97M-V def2-TZVPD RIJCOSX def2/J DEFGRID3
* xyz -1 1
C 2.5459 2.6189 0.1012
C 2.9112 1.7364 -1.2637
C 2.2528 2.4975 -2.5571
C 3.2764 3.7059 -3.0477
C 1.7627 1.5065 -3.7718
O 1.3244 2.0748 -5.0572
C 0.3171 3.1332 -4.8889
C -0.8648 3.1523 -6.0327
C -0.5838 2.1969 -7.3329
C -2.2852 2.8882 -5.2605
C -3.5808 2.6554 -6.2370
C -2.6184 4.2768 -4.3898
C 0.5487 0.4017 -3.4511
O 0.9907 -0.8354 -4.1698
B 2.4152 -0.9266 -3.6901
C 3.3536 -2.1483 -4.2671
C 3.3782 -3.3822 -3.1710
C 4.8168 -3.4945 -2.3687
I 2.8913 -5.3426 -4.0814
O 2.8592 0.4916 -3.9092
H 2.9352 3.7425 0.0170
H 1.3625 2.6625 0.2337
H 2.9645 2.1379 1.0826
H 2.4378 0.6517 -1.1244
H 4.0961 1.6392 -1.3068
H 1.2702 3.0540 -2.1730
H 3.2542 4.5143 -2.1734
H 2.9174 4.2611 -4.0213
H 4.3457 3.2243 -3.1853
H 0.9038 4.1713 -4.9370
H -0.1661 3.0721 -3.8248
H -0.9051 4.2723 -6.4429
H -0.0260 1.1932 -7.1081
H -1.5244 1.9360 -7.9778
H 0.1395 2.8173 -8.0513
H -2.2248 1.9444 -4.5396
H -3.4902 3.4407 -7.1297
H -3.6356 1.5366 -6.6416
H -4.5542 2.8981 -5.5904
H -3.4335 4.9377 -4.9584
H -1.6845 4.9695 -4.2581
H -2.9976 3.9844 -3.3079
H -0.5016 0.6002 -3.9815
H 0.3137 0.2235 -2.3165
H 2.2390 -1.0402 -2.5117
H 4.4856 -1.8283 -4.4637
H 2.9333 -2.4960 -5.3257
H 2.5554 -3.1909 -2.3461
H 5.3318 -2.4493 -2.1737
H 4.5770 -3.9619 -1.3156
H 5.5322 -4.2652 -2.9131
C 1.5907 2.2441 6.3508
C 0.3821 1.5530 6.4494
C -0.3170 1.1974 5.2943
C 0.2081 1.5365 4.0397
C 1.4174 2.2371 3.9381
C 2.1061 2.5898 5.1004
N -0.5092 1.1432 2.8210
O -1.5852 0.5411 2.9531
O 0.0038 1.4319 1.7304
H 2.1350 2.5143 7.2541
H -0.0139 1.2884 7.4275
H -1.2575 0.6588 5.3880
H 1.8339 2.5110 2.9710
H 3.0471 3.1311 5.0320
C -4.1331 -2.2760 2.4383
C -4.1054 -3.6224 2.8053
C -4.7732 -4.0482 3.9552
C -5.4726 -3.1136 4.7312
C -5.4957 -1.7601 4.3693
C -4.8217 -1.3458 3.2187
N -6.1978 -3.5591 5.9271
O -6.1376 -4.7615 6.2245
O -6.8318 -2.7088 6.5682
H -3.6156 -1.9498 1.5378
H -3.5654 -4.3412 2.1928
H -4.7421 -5.1009 4.2276
H -6.0304 -1.0233 4.9651
H -4.8361 -0.2978 2.9277
C -0.3850 -5.2125 4.4733
C -0.7972 -4.5971 5.6563
C -0.1727 -3.4262 6.0904
C 0.8651 -2.8752 5.3262
C 1.2861 -3.4952 4.1421
C 0.6559 -4.6674 3.7196
N 1.5084 -1.6306 5.7639
O 1.1206 -1.1228 6.8267
O 2.3992 -1.1568 5.0441
H -0.8788 -6.1222 4.1359
H -1.6082 -5.0288 6.2389
H -0.5056 -2.9586 7.0145
H 2.0936 -3.0812 3.5419
H 0.9733 -5.1545 2.8003
*
```



Record 5
Computed, not measured: C33H46Cl2NO2P3V as an isolated structure in a non-equilibrium geometry, with ωB97M-V/def2-TZVPD.

Calculated values
M in g mol⁻¹: 703.51
Maximum force in eV Å⁻¹: 7.7
DFT total energy in hartree: -4378.0918
Kohn-Sham gap (spin up / spin down) in Eh: 0.265 / 0.180
Expectation value of S²: 0.765

ORCA input file:
```
! wB97M-V def2-TZVPD RIJCOSX def2/J DEFGRID3
* xyz 2 2
P 1.6831 1.1852 -3.0387
C 3.3251 1.1402 -2.3795
C 4.0372 0.5863 -3.4799
H 3.4743 -0.0258 -4.1989
C 5.3594 0.9641 -3.6871
H 5.8701 0.6059 -4.5710
C 5.9900 1.7735 -2.7139
H 7.0263 2.0636 -2.8741
C 5.3461 2.1619 -1.5193
H 5.8910 2.7184 -0.7539
C 3.9843 1.8326 -1.3135
H 3.4364 2.0860 -0.3815
C 0.8294 -0.3654 -3.0570
C 1.4234 -1.6363 -2.7858
H 2.3870 -1.7220 -2.2506
C 0.7840 -2.7986 -3.2578
H 1.2270 -3.7840 -3.0860
C -0.4032 -2.7187 -4.0012
H -0.8667 -3.6244 -4.4057
C -1.0162 -1.4764 -4.1935
H -1.9290 -1.3989 -4.7912
C -0.4613 -0.3166 -3.6473
H -0.9838 0.6509 -3.7631
C 0.6420 2.5947 -2.4529
C 0.6379 3.2472 -3.7065
H 1.3107 2.8273 -4.5087
C -0.1872 4.3327 -3.9366
H -0.1538 4.8114 -4.9120
C -1.0027 4.8006 -2.8960
H -1.6504 5.6560 -3.0854
C -0.9802 4.1998 -1.6329
H -1.5849 4.6113 -0.8274
C -0.1573 3.0812 -1.3666
H -0.0795 2.7080 -0.3185
V 0.2840 -0.8227 2.5075
C -1.4786 -1.9165 1.8754
C -2.1367 -1.5980 0.7407
H -1.8138 -2.7258 2.5275
C -1.5386 -0.4325 -0.0479
O -2.5514 0.6905 -0.0930
H -2.1163 1.4500 -0.4474
C -0.4097 -0.0828 0.7407
H -1.3869 -0.7288 -1.0819
C 0.4677 0.5703 1.4287
Cl -0.5920 -0.3785 4.4545
Cl 2.6227 -0.2179 2.9486
P 1.3363 -2.8171 1.7017
C 2.0020 -3.3670 3.2910
H 1.2454 -3.3849 4.0727
H 2.7798 -2.6862 3.6235
H 2.4326 -4.3593 3.1960
C 0.4826 -4.2907 1.1350
H 0.1481 -4.1977 0.1086
H -0.4042 -4.5252 1.7103
H 1.1084 -5.1735 1.1742
C 2.7465 -2.8171 0.5971
H 3.2617 -1.8636 0.6403
H 2.4362 -2.9781 -0.4338
H 3.4553 -3.5951 0.8632
P -3.6986 -2.3393 0.2613
C -4.0076 -3.4713 1.5991
C -3.3632 -3.1774 -1.2735
H -3.9222 -2.9540 2.5593
H -3.3055 -4.3096 1.5682
H -5.0141 -3.8740 1.5137
H -2.8760 -2.5047 -1.9875
H -4.3075 -3.5053 -1.7115
H -2.7434 -4.0632 -1.1083
C -4.9759 -1.1362 0.0490
H -5.3879 -0.8347 1.0130
H -5.7821 -1.5468 -0.5566
H -4.5714 -0.2609 -0.4506
H 1.1828 1.2525 0.8665
C -1.3286 2.9871 5.3607
N -0.4509 3.0930 4.2300
C 0.9700 3.0364 4.4777
C -0.8808 3.0554 2.9389
C -2.3252 2.7490 2.6855
O -0.0631 3.2516 2.0212
H -0.7702 3.3105 6.2448
H -1.6855 1.9596 5.5211
H -2.1969 3.6497 5.2373
H 1.3431 1.9992 4.4745
H 1.5107 3.5878 3.7101
H 1.1563 3.4998 5.4448
H -2.5037 2.6092 1.6190
H -2.6400 1.8421 3.2055
H -2.9525 3.5707 3.0475
*
```



> M of number 2 (C33H45N5SYb)?

716.87 g mol⁻¹



> What is the maximum force in the second record?

7.1 eV Å⁻¹



> Among the records above, which one has the highest M?

C33H46BF3N6O5Pt